1.
The following is a DFT calculation (ωB97M-V/def2-TZVPD) of the ion C6H11Cl2N4 with charge +1 at a distorted geometry.

HOMO level (spin up / spin down)   -10.41 / -12.56 eV
Largest force on an atom   6.3 eV Å⁻¹
Net charge   +1
Orbital gap (spin up / spin down)   4.8 / 8.0 eV
Energy relative to the best compared isomer or geometry (same formula, charge and spin)   100.8 kcal per mole

Last column: Löwdin charge in e.
Cartesian coordinates (Å):
H (1.1511, -2.0464, -2.3453)  0.089
N (0.5951, 1.8764, 0.3674)  -0.122
H (2.1430, -0.4562, -0.4923)  0.130
H (0.4738, -0.4099, -2.3273)  0.078
C (0.2998, -0.4420, 0.6558)  -0.379
C (-3.3652, 0.3661, -0.9338)  -0.469
H (0.7736, -0.3159, 1.6317)  0.151
Cl (-4.4128, 1.6899, -1.1809)  0.741
N (-0.0479, 0.8250, 0.1215)  0.005
N (-0.8144, -1.1977, 1.0111)  0.108
N (-2.5756, 0.0054, -0.0778)  0.028
H (1.6377, -2.0431, 0.2203)  0.153
C (1.8852, 2.1592, 0.9446)  -0.073
H (-0.8007, -2.0312, 1.5228)  0.125
H (-0.3460, -1.6822, -1.9564)  0.071
Cl (-3.2864, -2.2332, 1.0078)  0.825
C (0.6467, -1.2938, -1.7434)  -0.126
C (1.2301, -1.1372, -0.4139)  -0.176
H (0.2199, 2.7435, -0.0831)  0.166
C (-2.0710, -1.1250, 0.4810)  -0.619
H (1.8729, 3.2358, 1.2790)  0.106
H (2.7712, 1.9364, 0.3590)  0.074
H (2.0201, 1.5761, 1.9522)  0.113

Force components x, y, z for each atom (eV/Å):
0.8257 0.3614 -0.0952
1.4614 4.8253 -0.1247
-1.1422 -0.8260 0.1880
1.0340 0.9423 -0.0475
3.2558 2.2317 -0.5403
-0.5204 0.6159 -0.5257
0.8521 -0.1644 -0.0750
1.0191 -0.9944 0.4433
-3.2702 -2.8781 -1.0532
-5.8340 -0.5848 -2.3595
0.1833 -1.2154 0.3259
-0.7669 1.0163 -2.0304
0.4183 -0.4704 3.5113
1.1850 -1.3811 1.0556
-0.8117 -0.5623 1.4975
0.9035 0.1164 -0.2425
-1.2314 -1.4737 -2.3369
1.9384 -0.1277 3.9315
0.1522 -1.5051 0.4092
0.5221 2.2897 0.9411
0.1342 -1.1148 -0.6411
-0.0649 0.0178 -0.4883
-0.2432 0.8813 -1.7430

***

2.
The following is a DFT calculation (ωB97M-V/def2-TZVPD) of a structure of composition C6H11Cl3Si at a distorted geometry.

HOMO level   -9.63 eV
Largest force on an atom   4.8 eV Å⁻¹
Orbital gap   10.3 eV
Energy relative to the best compared isomer or geometry (same formula, charge and spin)   153.2 kcal per mole

Last column: Löwdin charge in e.
Cartesian coordinates (Å):
Cl (3.3849, 0.3832, 1.1707)  0.474
H (0.9421, 2.1675, -1.3666)  0.040
C (1.1530, 1.4366, -0.6503)  -0.068
H (-1.0683, 1.6259, 1.9115)  0.114
Si (3.2394, -0.5768, -1.6449)  0.582
H (-2.9980, -0.1664, -0.7031)  0.047
H (3.5155, 1.9270, -0.6036)  0.033
C (-1.7614, 0.9347, 1.3009)  -0.179
H (4.5532, -0.7357, -2.0720)  -0.118
H (-2.8762, 1.1500, 1.3085)  0.095
H (-1.6757, -0.2196, -1.8967)  0.058
H (2.8143, -0.0559, -2.9674)  -0.066
C (3.0691, 0.9302, -0.4844)  -0.754
H (-1.6902, -1.3860, -0.3864)  0.112
H (2.7280, -1.8177, -1.1153)  -0.069
H (-1.6833, -0.1062, 1.8358)  0.086
C (-1.9778, -0.3524, -0.8863)  -0.089
Cl (-1.7168, 2.3515, -0.9818)  0.722
Cl (0.6338, -0.6822, 0.8893)  0.675
C (0.2318, 0.7074, -0.0769)  -0.716
C (-1.3116, 0.8823, -0.1333)  -0.978

Force components x, y, z for each atom (eV/Å):
0.6860 0.5048 0.1605
-0.0923 1.2069 -0.7245
4.1522 -2.2838 0.8278
-1.6133 -0.6937 -0.8732
-0.6979 2.0307 -0.5721
-1.4945 -0.1644 -0.3564
0.0690 -0.7250 -0.3543
-0.8206 -0.8117 2.2718
2.1805 -0.4804 0.0878
1.4247 0.3385 0.3406
-0.0885 -0.5513 -0.9755
-0.8492 -0.2967 0.0779
-3.9795 0.7372 0.0737
-0.3796 2.2815 -1.2371
-0.4808 -0.2444 0.1851
-0.0327 1.9006 -1.2765
1.9626 -0.2378 2.5498
-0.2733 0.6984 -0.3937
-0.1410 -0.4143 -0.0572
-1.0909 -0.2961 -0.0892
1.5590 -2.4990 0.3347